No. 1
Here is a molecular structure, C46H52AsN4O2PbS from OMol25. Energies are from wB97M-V/def2-TZVPD.

Output
Highest occupied orbital energy (spin up / spin down): -7.06 / -7.06 eV
Spin multiplicity: 2
Orbital gap (spin up / spin down): 6.60 / 6.02 eV

```
107
C46H52AsN4O2PbS | OMol25 | wB97M-V/def2-TZVPD
Pb 0.458 0.047 -0.089
C 2.930 -2.059 -0.793
N 1.511 -2.435 -0.770
C 1.101 -2.805 -2.140
C -0.404 -2.738 -2.410
C -0.931 -1.398 -2.937
N -0.150 -0.237 -2.482
C -0.053 0.727 -3.318
C 0.746 1.938 -3.220
C 0.474 2.956 -4.155
C 1.243 4.088 -4.246
C 2.368 4.194 -3.403
C 2.676 3.212 -2.497
C 1.861 2.053 -2.341
O 2.148 1.171 -1.449
C 1.327 -3.527 0.201
C -0.096 -3.900 0.630
C -0.915 -2.842 1.381
N -1.360 -1.709 0.565
C -2.613 -1.569 0.375
C -3.293 -0.478 -0.318
C -4.638 -0.721 -0.670
C -5.422 0.223 -1.281
C -4.859 1.485 -1.539
C -3.562 1.768 -1.191
C -2.722 0.809 -0.556
O -1.529 1.171 -0.207
H 3.550 -2.867 -1.206
H 3.265 -1.850 0.226
H 3.063 -1.154 -1.390
H 1.475 -3.815 -2.362
H 1.614 -2.118 -2.815
H -0.949 -2.981 -1.507
H -0.654 -3.505 -3.145
H -1.964 -1.275 -2.605
H -0.943 -1.414 -4.030
H -0.609 0.631 -4.258
H -0.384 2.833 -4.811
H 1.007 4.867 -4.958
H 3.007 5.068 -3.477
H 3.539 3.294 -1.843
H 1.866 -3.232 1.100
H 1.820 -4.431 -0.186
H 0.028 -4.731 1.330
H -0.674 -4.298 -0.203
H -0.306 -2.439 2.192
H -1.776 -3.337 1.841
H -3.285 -2.344 0.768
H -5.051 -1.704 -0.456
H -6.448 0.006 -1.546
H -5.461 2.253 -2.011
H -3.125 2.742 -1.382
S 2.229 -1.886 4.692
C 2.008 -1.321 3.302
C -1.771 9.007 0.223
C -1.557 7.591 0.696
C -2.141 7.132 1.870
C -1.927 5.842 2.337
C -2.702 5.371 3.550
C -1.057 4.996 1.629
As -0.868 3.166 2.297
N 0.803 2.414 1.761
C 1.984 2.992 1.530
C 3.114 2.135 1.389
C 4.375 2.647 1.183
C 4.568 4.028 1.115
C 3.482 4.900 1.264
C 2.217 4.400 1.465
C -0.101 3.232 4.134
C -0.154 1.955 4.739
C -0.917 0.772 4.157
C 0.547 1.725 5.919
C 1.297 2.712 6.535
C 2.081 2.436 7.793
C 1.305 3.972 5.956
C 0.623 4.263 4.776
C 0.691 5.704 4.316
C -0.572 5.387 0.373
C 0.133 4.430 -0.568
C -0.809 6.692 -0.054
H -2.419 9.559 0.904
H -2.227 9.026 -0.769
H -0.822 9.543 0.154
H -2.796 7.792 2.433
H -3.221 6.203 4.024
H -2.074 4.895 4.301
H -3.454 4.634 3.253
H 2.955 1.065 1.457
H 5.217 1.975 1.070
H 5.560 4.428 0.946
H 3.636 5.971 1.217
H 1.380 5.068 1.570
H -1.877 1.061 3.740
H -1.090 0.024 4.934
H -0.350 0.299 3.349
H 0.500 0.736 6.369
H 2.027 1.383 8.069
H 1.703 3.024 8.631
H 3.133 2.697 7.662
H 1.868 4.769 6.436
H 1.599 6.174 4.698
H -0.159 6.272 4.700
H 0.674 5.818 3.239
H -0.197 3.399 -0.418
H 1.219 4.455 -0.463
H -0.087 4.693 -1.605
H -0.413 7.000 -1.019
```

---

No. 2
Here is a molecular structure, C46H52BBr2MgN8O2S3 from OMol25. Energies are from wB97M-V/def2-TZVPD.

Output
Highest occupied orbital energy: -10.34 eV
Charge: +1
Orbital gap: 7.18 eV
ΔE to the lowest compared entry with this formula, charge and spin: 0.2724 eV

```
115
C46H52BBr2MgN8O2S3 | OMol25 | wB97M-V/def2-TZVPD
Mg -1.513 -1.891 -1.895
C -3.677 -1.176 1.447
C -2.260 -0.702 1.533
C -1.548 -0.840 2.682
C -0.204 -0.420 2.741
N 0.374 0.089 1.694
N -0.311 0.285 0.550
B 0.582 1.278 -0.322
N 2.074 1.002 -0.154
N 2.682 1.770 0.776
C 3.961 1.662 0.945
C 4.724 0.736 0.176
C 4.130 -0.035 -0.763
C 4.903 -0.990 -1.616
C 2.707 0.100 -0.950
S 1.865 -0.835 -2.071
C 4.648 2.587 1.941
C 5.615 3.491 1.159
C 5.434 1.753 2.964
C 3.630 3.455 2.678
N 0.115 2.734 0.055
N -0.090 3.356 1.197
C -0.680 4.530 1.123
C -1.083 5.067 -0.128
C -0.885 4.391 -1.306
C -1.341 4.869 -2.648
C -0.243 3.156 -1.156
S 0.237 1.831 -2.170
C -0.942 5.219 2.456
C -1.465 6.644 2.277
C 0.358 5.255 3.272
C -1.990 4.382 3.212
C -1.622 -0.075 0.400
S -2.502 0.252 -1.032
C 0.608 -0.420 4.032
C 0.499 1.013 4.589
C 2.078 -0.742 3.741
C 0.055 -1.415 5.052
H -4.096 -1.310 2.445
H -3.703 -2.132 0.921
H -4.290 -0.482 0.879
H -2.021 -1.271 3.555
H 5.792 0.655 0.341
H 5.934 -1.067 -1.273
H 4.896 -0.647 -2.653
H 4.438 -1.976 -1.611
H 6.413 2.914 0.685
H 6.076 4.212 1.837
H 5.085 4.043 0.379
H 6.207 1.143 2.491
H 4.764 1.091 3.519
H 5.923 2.419 3.678
H 3.018 4.025 1.978
H 4.154 4.150 3.339
H 2.965 2.835 3.283
H -1.580 6.030 -0.154
H -1.677 5.903 -2.602
H -2.167 4.245 -3.000
H -0.535 4.782 -3.380
H -0.771 7.257 1.696
H -1.574 7.104 3.259
H -2.446 6.662 1.794
H 1.118 5.859 2.767
H 0.751 4.248 3.415
H 0.162 5.699 4.251
H -2.933 4.341 2.660
H -2.183 4.830 4.190
H -1.627 3.362 3.359
H 0.880 1.730 3.857
H 1.075 1.105 5.513
H -0.543 1.266 4.809
H 2.458 -0.110 2.940
H 2.197 -1.790 3.446
H 2.676 -0.573 4.641
H -0.934 -1.119 5.413
H 0.720 -1.455 5.916
H -0.013 -2.423 4.630
Br -2.427 -0.511 -9.081
C -1.887 -1.184 -7.403
C -1.756 -2.553 -7.224
C -1.343 -3.044 -5.997
C -1.064 -2.171 -4.952
C -1.225 -0.803 -5.140
C -1.625 -0.303 -6.367
N -0.655 -2.605 -3.661
C -0.038 -3.700 -3.463
C 0.382 -4.067 -2.097
C 1.115 -5.216 -1.860
C 1.577 -5.460 -0.576
C 1.278 -4.549 0.423
C 0.501 -3.445 0.108
N 0.064 -3.204 -1.120
H -1.981 -3.229 -8.038
H -1.281 -4.117 -5.853
H -1.000 -0.129 -4.318
H -1.737 0.763 -6.515
H 0.269 -4.353 -4.278
H 1.329 -5.899 -2.674
H 2.169 -6.340 -0.363
H 1.631 -4.695 1.435
H 0.229 -2.723 0.873
Br -6.771 -8.309 -2.839
C -5.759 -6.743 -2.523
C -5.919 -5.652 -3.363
C -5.147 -4.520 -3.151
C -4.236 -4.483 -2.102
C -4.102 -5.580 -1.257
C -4.861 -6.721 -1.467
C -3.348 -3.294 -1.919
O -2.632 -3.205 -0.863
O -3.250 -2.422 -2.831
H -6.634 -5.692 -4.173
H -5.244 -3.656 -3.797
H -3.393 -5.524 -0.443
H -4.763 -7.587 -0.827
```

---

No. 3
Here is a molecular structure, C46H54GeN3OPRhTe in a non-equilibrium geometry from OMol25. Energies are from wB97M-V/def2-TZVPD.

Output
Highest occupied orbital energy (spin up / spin down): -12.33 / -12.31 eV
Spin multiplicity: 6
Charge: +2
Orbital gap (spin up / spin down): 7.27 / 4.27 eV

```
108
C46H54GeN3OPRhTe | OMol25 | wB97M-V/def2-TZVPD
Rh 0.647 0.187 0.154
O -1.504 -0.012 -3.379
C -1.235 0.364 -2.251
N -1.111 -0.462 -1.179
C -1.251 -1.863 -1.486
C -0.651 -2.723 -0.414
C -0.869 -4.098 -0.387
C -0.258 -4.863 0.590
C 0.547 -4.229 1.528
C 0.709 -2.859 1.438
N 0.129 -2.128 0.490
C -0.988 1.807 -1.945
C -1.495 2.783 -2.794
C -1.214 4.112 -2.525
C -0.413 4.410 -1.430
C 0.059 3.372 -0.640
N -0.224 2.097 -0.887
H -0.772 -2.074 -2.455
H -2.307 -2.125 -1.644
H -1.498 -4.555 -1.135
H -0.403 -5.932 0.620
H 1.039 -4.786 2.308
H 1.319 -2.324 2.158
H -2.090 2.472 -3.639
H -1.610 4.896 -3.156
H -0.158 5.429 -1.190
H 0.692 3.573 0.212
C 3.600 2.039 0.468
C 4.097 0.734 -0.155
C 5.408 1.002 -0.887
P 2.724 -0.068 -1.161
C 3.208 -1.886 -1.172
C 2.224 -2.698 -2.021
C 4.640 -2.216 -1.589
C 2.946 0.601 -2.906
C 2.662 2.101 -2.937
C 2.073 -0.092 -3.949
H 4.261 2.340 1.277
H 2.584 1.923 0.854
H 3.597 2.851 -0.253
H 4.271 0.009 0.654
H 5.271 1.748 -1.662
H 5.830 0.111 -1.333
H 6.134 1.389 -0.174
H 3.079 -2.167 -0.116
H 2.660 -2.933 -2.990
H 1.308 -2.138 -2.192
H 1.974 -3.638 -1.534
H 4.899 -1.750 -2.537
H 4.714 -3.295 -1.721
H 5.362 -1.930 -0.831
H 3.999 0.427 -3.152
H 1.622 2.293 -2.688
H 2.836 2.483 -3.941
H 3.295 2.662 -2.257
H 1.020 -0.056 -3.676
H 2.366 -1.123 -4.114
H 2.177 0.432 -4.898
C 2.714 0.197 3.407
Ge 0.874 0.613 2.650
C 0.649 2.622 2.841
C 1.730 3.474 3.040
C 1.537 4.842 3.112
C 0.267 5.374 2.955
C -0.816 4.532 2.756
C -0.623 3.162 2.702
C -0.312 -0.063 4.157
C -1.266 -1.027 3.895
C -2.010 -1.635 4.908
C -1.773 -1.299 6.219
C -0.794 -0.342 6.543
C -0.497 -0.033 7.889
C 0.418 0.939 8.212
C 1.061 1.644 7.194
C 0.800 1.359 5.874
C -0.094 0.335 5.501
H 2.667 0.272 4.488
H 3.457 0.895 3.040
H 3.041 -0.807 3.154
H 2.729 3.078 3.155
H 2.381 5.492 3.285
H 0.120 6.442 2.991
H -1.808 4.941 2.637
H -1.475 2.500 2.550
H -1.416 -1.362 2.874
H -2.755 -2.378 4.663
H -2.336 -1.759 7.018
H -0.991 -0.598 8.664
H 0.629 1.170 9.245
H 1.764 2.423 7.445
H 1.261 1.960 5.106
C -3.536 -1.579 0.758
Te -2.480 0.297 0.891
C -4.332 0.918 1.905
C -5.322 -0.192 1.820
C -6.638 -0.023 2.241
C -7.523 -1.082 2.195
C -7.108 -2.319 1.720
C -5.807 -2.490 1.282
C -4.912 -1.428 1.325
H -2.976 -2.376 1.250
H -3.620 -1.833 -0.299
H -4.737 1.848 1.504
H -4.050 1.103 2.946
H -6.958 0.938 2.614
H -8.540 -0.946 2.528
H -7.803 -3.141 1.675
H -5.493 -3.445 0.890
```

---

No. 4
Here is a molecular structure, C46H55BBrClF4N5O4PdS from OMol25. Energies are from wB97M-V/def2-TZVPD.

Output
Highest occupied orbital energy (spin up / spin down): -10.43 / -10.43 eV
Spin multiplicity: 5
Charge: +1
Orbital gap (spin up / spin down): 7.12 / 4.92 eV
ΔE to the lowest compared entry with this formula, charge and spin: 0.0000 eV

```
119
C46H55BBrClF4N5O4PdS | OMol25 | wB97M-V/def2-TZVPD
Pd 0.164 0.045 1.358
C -4.958 6.031 2.809
C -3.454 6.320 2.657
C -3.256 7.500 1.684
C -2.883 6.708 4.024
C -2.747 5.111 2.071
C -1.540 4.626 2.620
C -0.935 3.570 2.035
Br 0.697 2.928 2.725
C -1.468 2.877 0.861
O -0.857 1.906 0.389
C -2.712 3.397 0.293
C -3.274 4.480 0.923
C -3.405 2.840 -0.960
C -2.804 1.550 -1.544
C -3.333 3.927 -2.052
C -4.877 2.545 -0.620
H -5.422 6.832 3.390
H -5.131 5.087 3.334
H -5.471 5.988 1.845
H -3.784 8.380 2.064
H -3.648 7.269 0.689
H -2.195 7.752 1.584
H -3.449 7.550 4.423
H -1.837 7.022 3.957
H -2.958 5.884 4.742
H -1.093 5.086 3.491
H -4.190 4.885 0.508
H -1.772 1.685 -1.873
H -3.406 1.278 -2.416
H -2.834 0.721 -0.833
H -2.292 4.170 -2.289
H -3.839 4.849 -1.747
H -3.813 3.560 -2.964
H -4.945 1.828 0.204
H -5.365 2.105 -1.493
H -5.437 3.442 -0.344
C 8.414 -1.181 0.898
C 6.937 -1.416 1.086
C 6.466 -2.660 1.505
C 5.114 -2.886 1.701
C 4.227 -1.844 1.457
C 4.666 -0.593 1.033
C 6.020 -0.390 0.854
S 2.514 -2.143 1.604
O 2.298 -3.312 2.402
O 1.943 -2.069 0.304
N 1.867 -0.771 2.421
C 1.788 -0.873 3.754
C 2.800 -1.463 4.573
C 2.628 -1.583 5.934
C 1.452 -1.159 6.534
C 0.392 -0.598 5.766
C -0.857 -0.262 6.326
C -1.859 0.180 5.509
C -1.601 0.309 4.137
N -0.426 0.039 3.605
C 0.556 -0.425 4.389
H 8.910 -2.074 0.517
H 8.882 -0.926 1.854
H 8.599 -0.357 0.208
H 7.171 -3.468 1.676
H 4.739 -3.850 2.023
H 3.950 0.197 0.826
H 6.376 0.577 0.512
H 3.721 -1.799 4.119
H 3.414 -2.022 6.532
H 1.318 -1.262 7.606
H -1.013 -0.389 7.392
H -2.840 0.422 5.895
H -2.377 0.629 3.450
C -2.131 -2.706 -5.631
C -1.974 -3.004 -4.133
C -2.666 -1.892 -3.341
C -2.719 -4.317 -3.831
C -0.463 -3.116 -3.734
O -0.337 -3.465 -2.350
C 0.277 -4.152 -4.604
C 1.510 -4.788 -3.935
C 2.634 -3.826 -3.599
C 3.539 -3.439 -4.582
C 4.559 -2.533 -4.315
C 4.676 -2.008 -3.042
Cl 5.947 -0.866 -2.691
C 3.799 -2.382 -2.042
C 2.785 -3.292 -2.323
C 0.289 -1.774 -3.927
N 0.501 -0.918 -2.746
C 0.017 -0.930 -1.504
N 0.576 0.053 -0.820
C 1.391 0.669 -1.714
N 1.375 0.116 -2.901
H -3.191 -2.753 -5.894
H -1.608 -3.436 -6.254
H -1.779 -1.707 -5.901
H -3.698 -1.783 -3.692
H -2.172 -0.924 -3.483
H -2.706 -2.115 -2.273
H -3.785 -4.166 -4.018
H -2.634 -4.625 -2.781
H -2.396 -5.145 -4.467
H -0.799 -4.294 -2.192
H 0.583 -3.672 -5.540
H -0.405 -4.958 -4.873
H 1.891 -5.544 -4.626
H 1.201 -5.312 -3.030
H 3.447 -3.851 -5.584
H 5.260 -2.241 -5.088
H 3.900 -1.960 -1.048
H 2.087 -3.563 -1.537
H -0.210 -1.185 -4.691
H 1.292 -1.966 -4.281
H -0.661 -1.667 -1.113
H 1.994 1.537 -1.487
F -2.231 -0.271 1.365
B -2.223 -1.724 1.533
F -2.990 -2.067 2.633
F -0.816 -2.023 1.798
F -2.599 -2.324 0.339
```

---

| no. | molar mass (g/mol) |
| --- | --- |
| 1 | 1007.1 |
| 2 | 1040.1 |
| 3 | 999.0 |
| 4 | 1082.6 |